(1)
DFT (the ωB97M-V functional and the def2-TZVPD basis) results for the ion C4H5N2O2 with charge +1 at a distorted geometry.

The geometry in ORCA input format:
```
! wB97M-V def2-TZVPD RIJCOSX def2/J DEFGRID3
* xyz 1 1
O 2.852 -0.878 0.246
N 2.348 0.208 0.052
O 2.715 1.314 -0.042
C 0.910 -0.098 -0.053
N -0.288 1.236 -0.043
C -1.489 0.592 0.058
C -1.249 -0.831 -0.086
C 0.121 -1.184 -0.089
H -0.064 2.100 0.428
H -2.056 0.515 -1.088
H -2.193 0.895 0.826
H -2.111 -1.606 -0.138
H 0.502 -2.264 -0.071
*
```

As for the SMILES: O=[N+]([O-])C1=[NH+]CC=C1. Its lowest unoccupied orbital energy (spin up / spin down) is -7.08 / -7.08 eV. As for the HOMO energy (spin up / spin down): -15.6 / -15.6 eV.


(2)
DFT (the ωB97M-V functional and the def2-TZVPD basis) results for a cluster of 2 separate species, FH5S2Si2 in total at a distorted geometry.

The geometry in ORCA input format:
```
! wB97M-V def2-TZVPD RIJCOSX def2/J DEFGRID3
* xyz 0 1
F 1.143 0.664 0.909
Si 2.393 0.180 -0.120
Si -2.072 -0.364 0.920
S -1.868 1.451 -0.332
S -2.492 -1.723 -0.783
H 2.151 0.891 -1.438
H 3.660 0.645 0.521
H 2.172 -1.370 -0.280
H -2.000 2.402 0.569
H -3.086 -2.775 0.036
*
```

Its lowest unoccupied orbital energy is -0.37 eV. As for the HOMO energy: -8.8 eV.


(3)
DFT (the ωB97M-V functional and the def2-TZVPD basis) results for a structure of composition C21H21I2N5O6Y at a distorted geometry.

The geometry in ORCA input format:
```
! wB97M-V def2-TZVPD RIJCOSX def2/J DEFGRID3
* xyz 1 1
Y 0.044 -0.040 -1.216
I -4.257 1.449 5.172
C -2.790 1.110 3.628
C -1.524 0.715 4.037
C -0.548 0.482 3.086
I 1.420 0.210 3.598
C -0.804 0.675 1.727
O 0.198 0.598 0.864
C -2.082 1.189 1.342
C -2.702 1.488 -0.034
N -1.727 1.741 -1.101
C -1.054 3.011 -0.829
C 0.148 3.284 -1.703
C 0.471 4.561 -2.020
C 1.699 4.792 -2.613
C 2.515 3.770 -2.929
C 2.154 2.494 -2.494
N 1.008 2.227 -1.904
C -3.084 1.363 2.296
H -1.243 0.684 5.080
H -3.221 0.574 -0.330
H -3.407 2.298 -0.026
H -2.252 1.854 -1.970
H -1.770 3.792 -0.981
H -0.794 3.038 0.212
H -0.280 5.317 -1.840
H 1.946 5.842 -2.815
H 3.546 3.855 -3.315
H 2.805 1.668 -2.662
H -4.044 1.711 2.006
O 5.270 -2.390 -2.691
C 5.001 -2.860 -1.463
O 5.695 -3.657 -0.894
C 3.877 -2.242 -0.791
C 3.714 -2.006 0.545
N 2.557 -1.422 0.724
N 1.912 -1.283 -0.427
C 2.736 -1.686 -1.381
C 2.195 -1.660 -2.800
O 2.893 -1.895 -3.778
O 0.932 -1.355 -2.855
H 4.464 -2.242 -3.305
H 4.390 -2.300 1.382
H 2.099 -1.020 1.493
C -2.703 -4.446 1.265
N -2.142 -3.145 1.040
C -2.385 -2.153 2.053
C -1.705 -2.726 -0.159
O -1.496 -1.553 -0.528
H -3.743 -4.394 1.452
H -2.267 -4.917 2.145
H -2.523 -5.197 0.492
H -2.146 -1.138 1.767
H -1.919 -2.426 3.028
H -3.437 -2.092 2.311
H -1.641 -3.547 -0.892
*
```

Its lowest unoccupied orbital energy is -2.93 eV. As for the HOMO energy: -10.9 eV.


(4)
DFT (the ωB97M-V functional and the def2-TZVPD basis) results for a cluster of 2 separate species, C40H42N4O4S in total.

The geometry in ORCA input format:
```
! wB97M-V def2-TZVPD RIJCOSX def2/J DEFGRID3
* xyz 0 1
C 5.655 -4.927 -0.698
C 5.009 -5.702 -0.063
C 4.197 -6.542 0.794
C 2.807 -5.951 1.078
C 2.873 -4.918 2.215
C 1.828 -3.817 2.204
C 0.973 -3.684 3.297
C 1.041 -4.602 4.496
C 0.040 -2.680 3.345
C -0.095 -1.770 2.326
C 0.749 -1.886 1.240
C 1.700 -2.904 1.145
C 2.567 -2.970 -0.098
C 1.776 -3.544 -1.315
C 1.894 -2.702 -2.585
C 3.068 -3.147 -3.461
S 0.555 -0.681 -0.058
C 0.157 0.754 0.926
C 0.607 2.026 0.551
C 1.475 2.207 -0.661
C 3.005 2.101 -0.392
N 3.522 3.447 -0.091
N 3.710 1.619 -1.583
N 3.382 1.206 0.690
C 0.220 3.094 1.334
C -0.549 2.895 2.459
C -0.959 1.640 2.826
C -0.622 0.546 2.047
N -1.082 -0.743 2.455
C -2.423 -1.091 1.918
C -2.485 -2.181 0.868
O -2.683 -1.917 -0.294
O -2.381 -3.455 1.286
H 5.984 -4.204 -1.399
H 4.146 -7.552 0.396
H 4.712 -6.618 1.752
H 2.177 -6.769 1.421
H 2.347 -5.563 0.184
H 3.863 -4.473 2.310
H 2.732 -5.478 3.129
H 1.116 -5.649 4.228
H 0.204 -4.425 5.158
H 1.931 -4.338 5.070
H -0.620 -2.590 4.196
H 3.440 -3.568 0.123
H 2.867 -1.963 -0.367
H 0.729 -3.635 -1.034
H 2.121 -4.548 -1.549
H 0.990 -2.825 -3.179
H 1.966 -1.642 -2.358
H 3.163 -2.514 -4.337
H 2.885 -4.162 -3.802
H 3.977 -3.139 -2.862
H 1.152 1.515 -1.433
H 1.284 3.201 -1.059
H 3.597 3.508 0.920
H 4.488 3.418 -0.401
H 3.327 2.058 -2.412
H 3.537 0.622 -1.646
H 2.934 1.446 1.561
H 3.247 0.233 0.467
H 0.531 4.097 1.080
H -0.835 3.726 3.085
H -1.549 1.472 3.713
H -3.103 -1.337 2.734
H -2.823 -0.213 1.428
H -2.779 -3.989 0.584
O -6.747 4.583 -2.896
C -5.639 4.698 -2.414
C -4.996 6.039 -2.291
C -5.690 7.165 -2.714
C -5.120 8.420 -2.576
C -3.855 8.555 -2.015
C -3.152 7.435 -1.605
C -3.717 6.174 -1.746
C -2.944 4.977 -1.316
O -1.813 5.069 -0.888
C -3.593 3.640 -1.420
C -2.893 2.515 -0.998
C -3.485 1.265 -1.071
C -4.782 1.137 -1.561
C -5.479 2.253 -1.990
C -4.886 3.508 -1.928
H -6.675 7.055 -3.146
H -5.664 9.296 -2.903
H -3.417 9.538 -1.899
H -2.166 7.534 -1.173
H -1.885 2.621 -0.615
H -2.937 0.387 -0.748
H -5.246 0.160 -1.610
H -6.485 2.156 -2.376
*
```

As for the SMILES: C#CCCCc1c(C)cc2c(c1CCCC)Sc1c(CC(N)(N)N)cccc1N2CC(=O)O.O=C1c2ccccc2C(=O)c2ccccc21. Its lowest unoccupied orbital energy is -0.82 eV. As for the HOMO energy: -8.0 eV.


(5)
DFT (the ωB97M-V functional and the def2-TZVPD basis) results for a structure of composition C30H22F4InO4 at a distorted geometry.

The geometry in ORCA input format:
```
! wB97M-V def2-TZVPD RIJCOSX def2/J DEFGRID3
* xyz 1 1
In -0.987 -27.166 -18.440
C -2.380 -31.529 -16.252
C -2.409 -30.289 -16.919
C -3.556 -29.881 -17.765
O -3.479 -28.832 -18.418
C -4.589 -30.781 -18.058
C -4.632 -32.040 -17.349
C -3.447 -32.491 -16.444
O -3.442 -33.615 -16.038
O -5.491 -32.876 -17.479
O -1.363 -29.629 -16.864
H -1.524 -31.764 -15.633
H -5.417 -30.626 -18.737
F -3.193 -26.869 -20.403
C -4.026 -26.655 -21.469
C -5.152 -25.868 -21.283
C -5.986 -25.750 -22.401
C -5.716 -26.362 -23.622
C -4.537 -27.086 -23.763
C -3.662 -27.182 -22.685
H -5.396 -25.418 -20.337
H -6.871 -25.145 -22.248
H -6.461 -26.286 -24.400
H -4.306 -27.662 -24.648
H -2.733 -27.736 -22.725
F -3.557 -25.994 -17.708
C -4.349 -25.664 -16.652
C -4.043 -24.512 -15.948
C -4.837 -24.116 -14.885
C -5.890 -24.963 -14.495
C -6.142 -26.141 -15.169
C -5.389 -26.480 -16.279
H -3.222 -23.895 -16.297
H -4.619 -23.255 -14.271
H -6.482 -24.658 -13.643
H -6.969 -26.767 -14.865
H -5.634 -27.343 -16.887
F -1.923 -24.573 -19.463
C -2.492 -23.499 -20.079
C -3.591 -22.893 -19.476
C -4.154 -21.749 -20.015
C -3.596 -21.220 -21.190
C -2.487 -21.820 -21.759
C -1.859 -22.899 -21.139
H -4.072 -23.419 -18.661
H -4.998 -21.197 -19.626
H -3.991 -20.382 -21.749
H -2.106 -21.480 -22.712
H -1.041 -23.411 -21.633
F -1.073 -29.586 -20.187
C -1.315 -30.753 -20.828
C -0.245 -31.440 -21.402
C -0.478 -32.574 -22.181
C -1.792 -32.982 -22.385
C -2.844 -32.310 -21.809
C -2.606 -31.194 -21.023
H 0.735 -31.006 -21.244
H 0.345 -33.059 -22.684
H -2.093 -33.800 -23.029
H -3.851 -32.706 -21.824
H -3.413 -30.698 -20.499
*
```

Its lowest unoccupied orbital energy is -7.65 eV. As for the HOMO energy: -11.5 eV.


(6)
DFT (the ωB97M-V functional and the def2-TZVPD basis) results for a cluster of 11 separate species, BF4H20O10 in total at a distorted geometry.

The geometry in ORCA input format:
```
! wB97M-V def2-TZVPD RIJCOSX def2/J DEFGRID3
* xyz -1 1
B 11.128 -8.853 -20.777
F 11.655 -9.893 -20.015
F 10.714 -9.239 -22.051
F 9.991 -8.406 -20.131
F 11.922 -7.807 -20.920
O 12.834 -5.516 -20.371
H 12.457 -6.353 -20.642
H 13.634 -5.673 -19.872
O 8.891 -6.103 -22.010
H 9.852 -6.043 -21.824
H 8.585 -5.971 -21.156
O 14.133 -8.727 -18.840
H 14.476 -7.806 -18.861
H 13.280 -8.775 -19.213
O 12.067 -11.969 -18.380
H 12.106 -11.355 -19.120
H 12.891 -11.779 -17.856
O 9.276 -8.278 -17.557
H 9.496 -8.358 -18.492
H 8.378 -8.665 -17.461
O 7.038 -9.143 -19.727
H 7.743 -9.533 -20.209
H 6.628 -9.908 -19.287
O 8.149 -8.813 -22.784
H 8.369 -7.898 -22.726
H 9.051 -9.147 -22.625
O 9.027 -11.294 -20.088
H 9.724 -10.731 -20.464
H 9.300 -11.296 -19.190
O 8.328 -6.248 -19.284
H 8.864 -6.732 -18.667
H 7.438 -6.325 -18.957
O 9.739 -10.958 -17.540
H 9.750 -9.979 -17.553
H 10.609 -11.285 -17.752
*
```

Its lowest unoccupied orbital energy is 2.67 eV. As for the HOMO energy: -7.2 eV.


| no. | molecular weight (g mol⁻¹) |
| --- | --- |
| 1 | 113.10 |
| 2 | 144.34 |
| 3 | 782.14 |
| 4 | 674.87 |
| 5 | 637.31 |
| 6 | 266.95 |